No. 1
The following is a quantum chemistry calculation of a cluster of 2 separate species, CH4O4Si in total in a non-equilibrium geometry, from the Open Molecules 2025 dataset.

Structure (ORCA input):
```
! wB97M-V def2-TZVPD RIJCOSX def2/J DEFGRID3
* xyz 0 1
Si -0.0702 0.2729 -0.2864
O -0.2384 0.6315 -1.8097
O -0.7753 1.3261 0.7507
O -1.2189 -1.6704 0.7497
O 2.1190 -0.6424 0.9714
C 1.6910 -0.3195 -0.0995
H 2.1153 -0.5788 -1.0471
H -0.7061 1.4150 -2.1599
H -1.4453 0.9137 1.3189
H -1.4711 -1.3481 1.6118
*
```

Summary:
**Maximum force**: 0.0954 hartree/bohr
**HOMO energy**: -9.55 eV
**HOMO-LUMO gap**: 8.742 eV
**Energy relative to the best compared isomer or geometry (same formula, charge and spin)**: 327.6 kJ/mol

No. 2
The following is a quantum chemistry calculation of a cluster of 2 separate species, CH4OS2 in total in a non-equilibrium geometry, from the Open Molecules 2025 dataset.

Structure (ORCA input):
```
! wB97M-V def2-TZVPD RIJCOSX def2/J DEFGRID3
* xyz 0 1
S -0.7561 -0.8234 -4.1199
S -0.7932 -2.2513 -2.7140
O 0.7082 1.7971 4.4667
C 0.2552 1.5661 3.3790
H 0.2843 -1.2211 -4.8747
H -0.0745 2.3944 2.7431
H 0.2189 0.5532 2.9522
H 0.1571 -2.0151 -1.8325
*
```

Summary:
**Maximum force**: 0.0351 hartree/bohr
**HOMO energy**: -9.55 eV
**Structure (SMILES)**: C=O.SS
**HOMO-LUMO gap**: 9.855 eV
**Energy relative to the best compared isomer or geometry (same formula, charge and spin)**: 66.5 kJ/mol

No. 3
The following is a quantum chemistry calculation of a cluster of 2 separate species, CH4OS2 in total, from the Open Molecules 2025 dataset.

Structure (ORCA input):
```
! wB97M-V def2-TZVPD RIJCOSX def2/J DEFGRID3
* xyz 0 1
S 1.2657 0.6628 -0.6676
S 1.1275 -0.7059 0.8808
O -2.2841 -0.4514 0.1859
C -2.4548 0.3542 -0.6877
H -1.9802 0.2409 -1.6785
H -0.1377 -1.0889 0.6449
H -3.1052 1.2328 -0.5498
H 0.8763 1.7416 0.0233
*
```

Summary:
**Maximum force**: 0.0052 hartree/bohr
**HOMO energy**: -9.60 eV
**Structure (SMILES)**: C=O.SS
**HOMO-LUMO gap**: 9.931 eV
**Energy relative to the best compared isomer or geometry (same formula, charge and spin)**: 40.1 kJ/mol

No. 4
The following is a quantum chemistry calculation of a cluster of 2 separate species, CH4OS2 in total in a non-equilibrium geometry, from the Open Molecules 2025 dataset.

Structure (ORCA input):
```
! wB97M-V def2-TZVPD RIJCOSX def2/J DEFGRID3
* xyz 0 1
S -0.4761 0.3364 0.4182
S 3.2267 0.2439 -0.2006
O 2.2975 0.2881 0.9502
C 2.4441 -0.0697 -1.6113
H 2.9768 -0.3432 -2.4307
H 0.2574 0.4209 1.3940
H 0.4467 0.9033 -0.2525
H 1.3306 0.0172 -1.6250
*
```

Summary:
**Maximum force**: 0.0946 hartree/bohr
**HOMO energy**: -9.30 eV
**HOMO-LUMO gap**: 8.652 eV
**Energy relative to the best compared isomer or geometry (same formula, charge and spin)**: 181.7 kJ/mol

No. 5
The following is a quantum chemistry calculation of an isolated molecule of CH4S, from the Open Molecules 2025 dataset.

Structure (ORCA input):
```
! wB97M-V def2-TZVPD RIJCOSX def2/J DEFGRID3
* xyz 0 1
S -0.1385 -0.5503 0.4075
C 0.2283 0.9888 -0.4945
H -0.6027 1.3090 -1.1088
H 1.1062 0.8323 -1.1159
H 0.5109 1.7021 0.2753
H -0.4387 -1.3194 -0.6454
*
```

Summary:
**Maximum force**: 0.0156 hartree/bohr
**HOMO energy**: -9.07 eV
**Structure (SMILES)**: CS
**HOMO-LUMO gap**: 10.139 eV
**Energy relative to the best compared isomer or geometry (same formula, charge and spin)**: 1.2 kJ/mol

No. 6
The following is a quantum chemistry calculation of a cluster of 2 separate species, CH4S2 in total in a non-equilibrium geometry, from the Open Molecules 2025 dataset.

Structure (ORCA input):
```
! wB97M-V def2-TZVPD RIJCOSX def2/J DEFGRID3
* xyz 0 1
S 3.1743 0.2723 0.2731
S -0.5147 0.2863 -0.6383
C -1.1411 0.0276 0.8367
H -1.3885 0.8435 1.5548
H 2.3587 -0.8236 0.2733
H -1.2054 -0.9268 1.3958
H 2.8154 0.6911 -0.9615
*
```

Summary:
**Maximum force**: 0.0276 hartree/bohr
**HOMO energy**: -9.07 eV
**Structure (SMILES)**: C=S.S
**HOMO-LUMO gap**: 8.470 eV
**Energy relative to the best compared isomer or geometry (same formula, charge and spin)**: 131.9 kJ/mol

No. 7
The following is a quantum chemistry calculation of a cluster of 2 separate species, CH4Se in total in a non-equilibrium geometry, from the Open Molecules 2025 dataset.

Structure (ORCA input):
```
! wB97M-V def2-TZVPD RIJCOSX def2/J DEFGRID3
* xyz 0 1
Se -2.0095 0.4469 0.7258
C 0.6753 -0.0515 -0.5849
H 0.9158 -0.9780 0.0117
H 0.2584 -0.1521 -1.4893
H 1.3247 0.8306 -0.5007
H -1.1646 -0.0960 1.8373
*
```

Summary:
**Maximum force**: 0.0839 hartree/bohr
**HOMO energy (alpha / beta)**: -8.66 / -8.66 eV
**HOMO-LUMO gap (alpha / beta)**: 6.759 / 6.759 eV
**Energy relative to the best compared isomer or geometry (same formula, charge and spin)**: 262.9 kJ/mol

No. 8
The following is a quantum chemistry calculation of a structure of composition CH50CoO25 in a non-equilibrium geometry, from the Open Molecules 2025 dataset.

Structure (ORCA input):
```
! wB97M-V def2-TZVPD RIJCOSX def2/J DEFGRID3
* xyz 0 4
Co 8.4485 12.4211 10.4445
O 9.2904 6.1934 7.8198
O 9.6696 11.8102 14.2623
O 7.3316 9.4304 13.9731
O 12.7313 12.8168 11.4395
O 9.7239 13.6187 11.8542
O 6.0212 12.0416 6.3712
O 5.8834 11.3978 9.0572
O 9.9322 7.0170 12.9972
O 7.6730 9.6786 7.7663
O 4.8729 8.7961 10.3846
O 11.7651 5.8698 11.0564
O 7.8015 5.3630 12.1444
O 6.3427 7.3479 12.2912
O 6.5120 15.0742 9.5496
O 9.5888 10.8942 10.2953
O 8.4157 13.6764 8.7022
O 12.0334 8.6890 6.4136
O 6.7466 12.7149 11.1031
O 10.9786 10.5968 12.4464
O 11.7167 11.9068 8.8226
O 9.6396 4.4506 9.7086
O 12.7050 8.6017 9.1900
O 10.1972 10.9577 6.4795
O 8.6723 12.8048 5.0993
O 6.6076 6.9291 7.7508
C 6.4247 13.4734 12.2614
H 9.8109 5.7810 7.1151
H 10.4828 10.5446 11.5590
H 10.1493 11.2361 13.6388
H 8.9531 10.1752 10.1106
H 6.2746 14.4090 10.2217
H 5.7717 11.9871 8.2331
H 9.0058 4.5915 10.4616
H 8.0266 10.1251 14.1296
H 5.6209 13.0164 12.8343
H 11.2094 8.2549 6.2656
H 7.6405 8.7076 7.9268
H 12.3900 12.0732 11.9466
H 6.3653 7.1582 6.8194
H 11.4028 6.1119 11.9051
H 10.6677 13.3827 11.9660
H 9.2623 6.3317 12.8921
H 5.9866 14.4255 11.9328
H 10.3301 7.0597 13.8744
H 5.7777 7.8221 11.6018
H 9.4771 13.3086 12.7879
H 7.7931 14.4240 8.6451
H 11.6876 11.8247 7.8620
H 9.2625 12.3191 5.7081
H 10.8930 11.4092 9.1129
H 6.7989 8.0982 12.6945
H 7.4892 4.6421 12.7337
H 7.2792 13.5518 12.9249
H 11.8496 8.4649 9.5961
H 4.7392 9.5623 10.9661
H 9.4436 5.5095 8.4930
H 7.6457 8.6234 14.4170
H 5.0054 9.2304 9.5113
H 7.0830 5.9903 11.9640
H 6.4354 11.1819 6.4438
H 12.3227 8.5291 7.3238
H 10.7891 10.2177 6.2594
H 7.2932 10.0402 8.6316
H 9.0301 12.5196 4.2372
H 12.5981 12.5016 10.5047
H 11.3956 6.5470 10.5051
H 5.9309 12.0389 9.8027
H 7.4232 6.3997 7.6406
H 6.5983 12.6067 5.7921
H 9.3657 10.5335 6.8486
H 12.9043 9.5585 9.2725
H 11.5169 9.8326 12.5971
H 10.4703 4.5322 10.1808
H 10.3195 11.9949 14.9337
H 8.1419 13.1676 7.9426
H 5.9156 15.7897 9.8123
*
```

Summary:
**Maximum force**: 0.0484 hartree/bohr
**HOMO energy (alpha / beta)**: -9.86 / -9.85 eV
**HOMO-LUMO gap (alpha / beta)**: 9.672 / 9.652 eV

- Number 1 is which compound?
  CH4O4Si

Please write out number 3 again, unchanged.
The following is a quantum chemistry calculation of a cluster of 2 separate species, CH4OS2 in total, from the Open Molecules 2025 dataset.

Structure (ORCA input):
```
! wB97M-V def2-TZVPD RIJCOSX def2/J DEFGRID3
* xyz 0 1
S 1.2657 0.6628 -0.6676
S 1.1275 -0.7059 0.8808
O -2.2841 -0.4514 0.1859
C -2.4548 0.3542 -0.6877
H -1.9802 0.2409 -1.6785
H -0.1377 -1.0889 0.6449
H -3.1052 1.2328 -0.5498
H 0.8763 1.7416 0.0233
*
```

Summary:
**Maximum force**: 0.0052 hartree/bohr
**HOMO energy**: -9.60 eV
**Structure (SMILES)**: C=O.SS
**HOMO-LUMO gap**: 9.931 eV
**Energy relative to the best compared isomer or geometry (same formula, charge and spin)**: 40.1 kJ/mol

Please write out number 3 again, unchanged.
The following is a quantum chemistry calculation of a cluster of 2 separate species, CH4OS2 in total, from the Open Molecules 2025 dataset.

Structure (ORCA input):
```
! wB97M-V def2-TZVPD RIJCOSX def2/J DEFGRID3
* xyz 0 1
S 1.2657 0.6628 -0.6676
S 1.1275 -0.7059 0.8808
O -2.2841 -0.4514 0.1859
C -2.4548 0.3542 -0.6877
H -1.9802 0.2409 -1.6785
H -0.1377 -1.0889 0.6449
H -3.1052 1.2328 -0.5498
H 0.8763 1.7416 0.0233
*
```

Summary:
**Maximum force**: 0.0052 hartree/bohr
**HOMO energy**: -9.60 eV
**Structure (SMILES)**: C=O.SS
**HOMO-LUMO gap**: 9.931 eV
**Energy relative to the best compared isomer or geometry (same formula, charge and spin)**: 40.1 kJ/mol

- maximum force of number 6 (CH4S2)?
  0.0276 hartree/bohr